A gas-phase ion, C30H63BN3O7P2S (charge +1) at a distorted geometry. Source: the Open Molecules 2025 dataset; level of theory: ωB97M-V with the def2-TZVPD basis set.

Structure (XYZ):
```
107
C30H63BN3O7P2S ωB97M-V with the def2-TZVPD basis set
C 7.08 -3.24 0.13
C 8.30 -2.20 0.51
O 7.80 -0.83 0.30
C 7.49 -0.16 1.59
C 5.88 -0.29 2.01
C 5.30 1.25 2.01
C 3.78 1.40 2.63
C 2.67 1.93 1.49
C 1.84 0.64 0.80
P 0.41 0.09 2.01
C 0.34 -1.82 2.14
C 1.50 -2.48 3.12
C 0.62 0.85 3.74
C -0.74 0.45 4.62
O 2.81 -0.43 0.87
C 2.92 -1.33 -0.23
C 2.95 -0.59 -1.69
N 4.45 -0.55 -2.08
C 4.78 -1.73 -2.75
O 5.36 -2.95 -2.92
N 2.39 0.85 -1.66
P 2.20 1.33 -3.34
O 0.59 1.76 -3.86
O 2.75 0.13 -4.53
S 3.41 2.87 -3.65
C 1.23 1.00 -0.72
C 0.03 0.00 -1.20
C -1.50 0.43 -0.88
C -2.25 1.26 -2.13
C -3.89 1.04 -1.86
C -4.37 1.91 -0.56
C -5.87 1.56 0.01
C -6.41 0.05 -0.32
C -7.74 -0.23 0.60
C -8.40 -1.72 0.39
C -7.58 -2.70 -0.63
C -8.39 -4.13 -0.90
O -7.41 -5.19 -1.21
C -6.55 -4.76 -2.33
B 0.68 2.58 -0.56
O -0.22 3.00 0.58
N 1.06 3.74 -1.45
C -0.14 4.43 -2.07
C 1.82 4.83 -0.72
H 7.19 -4.15 0.89
H 7.12 -3.57 -0.99
H 6.00 -2.81 0.32
H 8.67 -2.43 1.60
H 9.24 -2.35 -0.22
H 8.18 -0.50 2.48
H 7.73 0.99 1.42
H 5.38 -0.86 1.09
H 5.71 -0.87 3.01
H 5.37 1.66 0.92
H 6.04 1.89 2.69
H 3.40 0.47 3.23
H 3.86 2.29 3.42
H 1.98 2.65 2.10
H 3.36 2.48 0.69
H -0.71 -2.13 2.63
H 0.37 -2.38 1.11
H 2.14 -3.29 2.53
H 0.95 -3.10 3.97
H 2.21 -1.66 3.57
H 0.69 2.02 3.75
H 1.52 0.35 4.34
H -1.70 0.88 4.08
H -0.83 -0.74 4.70
H -0.73 0.95 5.70
H 3.93 -1.97 -0.10
H 2.06 -2.16 -0.26
H 2.32 -1.30 -2.41
H 3.19 1.43 -1.25
H 0.71 2.15 -4.79
H 3.75 0.26 -4.65
H 0.20 -1.04 -0.63
H 0.07 -0.30 -2.35
H -2.11 -0.60 -0.85
H -1.70 0.91 0.17
H -1.91 0.89 -3.18
H -2.06 2.40 -1.92
H -4.03 -0.12 -1.77
H -4.42 1.52 -2.80
H -3.64 1.89 0.36
H -4.41 3.05 -0.91
H -5.81 1.64 1.20
H -6.69 2.37 -0.30
H -6.63 -0.10 -1.48
H -5.55 -0.74 -0.07
H -7.42 0.00 1.72
H -8.53 0.62 0.30
H -9.50 -1.56 -0.02
H -8.45 -2.21 1.47
H -6.55 -2.95 -0.09
H -7.44 -2.19 -1.68
H -9.01 -4.43 0.06
H -9.14 -3.98 -1.82
H -6.17 -5.65 -2.99
H -7.11 -4.01 -3.07
H -5.59 -4.18 -1.94
H -1.14 3.06 0.15
H -0.92 4.83 -1.28
H -0.70 3.81 -2.89
H 0.27 5.41 -2.62
H 2.74 4.45 -0.10
H 1.06 5.37 -0.01
H 2.24 5.58 -1.54
```

Net charge ... +1
Energy above the lowest of the compared OMol25 structures with the same formula, charge and spin ... 426.2 kcal per mole
LUMO energy ... -4.11 eV
Orbital gap ... 6.207 eV

4 unconnected molecules or ions with the total composition C30H64BrN4O7PSSi. Source: the Open Molecules 2025 dataset; level of theory: ωB97M-V with the def2-TZVPD basis set.

Structure (XYZ):
```
109
C30H64BrN4O7PSSi ωB97M-V with the def2-TZVPD basis set
C 3.82 3.03 3.91
Si 3.74 1.89 2.42
C 5.48 1.29 2.02
C 2.58 0.46 2.81
C 2.84 -0.85 2.04
C 2.32 -0.91 0.60
C 0.90 -1.43 0.41
C -0.24 -0.50 0.88
C -1.26 -0.17 -0.22
C -2.60 0.34 0.33
C -2.84 1.83 0.04
C -3.93 2.49 0.88
P -3.64 2.36 2.72
N -4.33 3.43 3.61
O -3.80 3.92 0.67
S -5.07 4.58 -0.01
O -5.95 5.13 0.96
O -4.67 5.31 -1.16
O -5.67 3.18 -0.52
C -5.34 2.13 0.35
Br -6.73 1.83 1.70
C 3.14 2.94 0.98
C 1.87 2.84 0.42
C 1.49 3.64 -0.66
C 2.37 4.55 -1.19
C 3.64 4.68 -0.64
C 4.01 3.88 0.44
H 2.88 3.56 4.04
H 4.60 3.78 3.74
H 4.08 2.49 4.83
H 5.72 0.34 2.49
H 6.19 2.03 2.41
H 5.63 1.21 0.94
H 1.55 0.80 2.70
H 2.71 0.27 3.89
H 3.91 -1.04 2.03
H 2.40 -1.69 2.60
H 2.99 -1.59 0.04
H 2.43 0.06 0.11
H 0.75 -1.62 -0.66
H 0.79 -2.41 0.90
H 0.17 0.44 1.24
H -0.77 -0.94 1.73
H -0.83 0.61 -0.86
H -1.41 -1.05 -0.85
H -3.41 -0.23 -0.12
H -2.63 0.16 1.41
H -1.92 2.39 0.23
H -3.08 1.96 -1.02
H -2.24 2.47 2.64
H -3.87 1.00 2.99
H -4.99 3.03 4.27
H -5.36 1.22 -0.24
H 1.17 2.13 0.82
H 0.49 3.54 -1.08
H 2.08 5.17 -2.03
H 4.34 5.38 -1.07
H 5.01 4.00 0.85
C -4.49 -4.20 -1.24
O -4.67 -3.12 -0.33
C -5.42 -2.04 -0.81
C -6.94 -2.15 -0.78
C -7.54 -3.03 -1.87
N -7.46 -2.60 0.52
H -4.42 -3.83 -2.27
H -5.29 -4.93 -1.17
H -3.55 -4.69 -0.98
H -5.16 -1.21 -0.14
H -5.08 -1.76 -1.82
H -7.30 -1.13 -0.94
H -7.44 -4.09 -1.63
H -8.60 -2.82 -1.98
H -7.06 -2.85 -2.83
H -7.17 -1.95 1.24
H -7.01 -3.48 0.76
C 1.47 -5.20 0.86
O 0.25 -4.98 0.17
C -0.86 -5.72 0.65
C -1.56 -5.12 1.87
C -0.80 -5.31 3.18
N -1.86 -3.69 1.70
H 1.56 -6.24 1.17
H 1.57 -4.55 1.73
H 2.27 -4.97 0.16
H -1.57 -5.73 -0.18
H -0.57 -6.76 0.84
H -2.52 -5.64 1.96
H 0.03 -4.61 3.27
H -1.47 -5.13 4.02
H -0.41 -6.33 3.27
H -2.48 -3.56 0.91
H -1.00 -3.23 1.44
C 7.17 3.61 -5.21
O 5.91 3.76 -4.60
C 4.99 2.71 -4.81
C 5.17 1.50 -3.90
C 6.35 0.61 -4.26
N 5.26 1.87 -2.48
H 7.08 3.11 -6.19
H 7.87 3.04 -4.59
H 7.59 4.60 -5.36
H 4.01 3.15 -4.61
H 5.01 2.41 -5.87
H 4.26 0.90 -4.02
H 7.29 1.05 -3.91
H 6.25 -0.36 -3.77
H 6.42 0.45 -5.33
H 4.41 2.36 -2.21
H 5.99 2.57 -2.39
```

SMILES string ... C[Si](C)(CCCCCCCC[C@@]1([PH2]=N)OS(=O)(=O)O[C@@H]1Br)c1ccccc1.COC[C@@H](C)N.COC[C@@H](C)N.COC[C@@H](C)N
Energy above the lowest of the compared OMol25 structures with the same formula, charge and spin ... 0.0 kcal per mole
LUMO energy ... 0.42 eV
Orbital gap ... 9.572 eV

Number 1: HOMO -10.3197 eV. Number 2: HOMO -9.1561 eV.